Entry from the OMol25 dataset: C13H23IN4O3S4Sr as an isolated structure at a distorted geometry (ωB97M-V/def2-TZVPD).

XYZ file:
```
49
Properties=species:S:1:pos:R:3
Sr -0.21258 0.40071 0.06511
N -1.81738 0.37738 2.11174
C -2.31807 1.54635 1.35423
C -1.48638 2.84328 1.36050
N -0.41824 2.90035 0.33913
C -0.83054 3.02754 -1.08976
C -1.22868 1.80683 -1.97579
N -0.21016 0.88115 -2.53791
H -2.41348 -0.39659 1.80902
H -2.03571 0.58335 3.07850
H -3.35151 1.79722 1.59612
H -2.39578 1.31329 0.29529
H -1.01786 3.02768 2.32968
H -2.22193 3.63818 1.16694
H 0.19899 3.66931 0.54329
H -0.02481 3.57310 -1.58533
H -1.74497 3.63486 -1.13262
H -1.85795 2.24194 -2.75254
H -1.93152 1.17465 -1.43688
H 0.15867 1.31747 -3.37249
H -0.75734 0.07063 -2.82959
C 5.18443 0.17911 0.31708
C 3.70590 0.07641 0.64394
S 2.71441 0.37105 -0.80045
C 3.26794 -0.14236 1.90334
C 4.23553 -0.32192 3.06231
S 1.58536 -0.17278 2.46339
H 5.37921 -0.29510 -0.64717
H 5.84340 -0.27148 1.06089
H 5.47686 1.23129 0.20892
H 5.20060 -0.74599 2.77776
H 3.78359 -0.97724 3.80777
H 4.42772 0.63682 3.56129
I 0.88396 -4.31384 -3.92446
C 0.35966 -3.81244 -1.96205
C -0.70048 -4.44998 -1.33948
C -1.00678 -4.08625 -0.03956
C -0.23782 -3.10510 0.57042
N 0.75873 -2.48077 -0.04666
C 1.05803 -2.81540 -1.29759
H -1.28530 -5.19440 -1.86262
H -1.84868 -4.52745 0.47598
H -0.42797 -2.77659 1.58834
H 1.85817 -2.23818 -1.75438
O -5.68477 -0.20403 -0.40113
S -4.59102 0.26020 -1.25164
O -4.14309 1.61675 -0.86273
O -4.89074 0.18140 -2.67930
S -2.98960 -1.05039 -0.90884
```

Its total energy is -78237.5753 eV. The value obtained for the energy relative to the best compared isomer or geometry (same formula, charge and spin) is 62.6 kcal/mol. Its total charge is -2. For the largest force on an atom, the calculation gives 0.0629 hartree/bohr. Its lowest unoccupied orbital energy is 3.625 eV. The value obtained for the HOMO-LUMO gap is 3.9 eV.

natural (NBO) atomic charge list, values in e, 8 entries: 1.717, -0.887, -0.325, -0.245, -0.684, -0.264, -0.342, -0.875